{"formula": "C35H100O15", "method": "wB97M-V/def2-TZVPD", "species": ["C", "O", "H", "H", "H", "H", "C", "O", "H", "H", "H", "H", "C", "O", "H", "H", "H", "H", "C", "O", "H", "H", "H", "H", "C", "O", "H", "H", "H", "H", "C", "C", "C", "O", "H", "H", "H", "H", "H", "H", "H", "H", "C", "C", "C", "O", "H", "H", "H", "H", "H", "H", "H", "H", "C", "C", "C", "O", "H", "H", "H", "H", "H", "H", "H", "H", "C", "C", "C", "O", "H", "H", "H", "H", "H", "H", "H", "H", "C", "C", "C", "O", "H", "H", "H", "H", "H", "H", "H", "H", "C", "C", "C", "O", "H", "H", "H", "H", "H", "H", "H", "H", "C", "C", "C", "O", "H", "H", "H", "H", "H", "H", "H", "H", "C", "C", "C", "O", "H", "H", "H", "H", "H", "H", "H", "H", "C", "C", "C", "O", "H", "H", "H", "H", "H", "H", "H", "H", "C", "C", "C", "O", "H", "H", "H", "H", "H", "H", "H", "H"], "positions_angstrom": [[-7.29556, 0.60941, 5.44774], [-6.38578, 0.80920, 6.52751], [-7.30964, 1.35616, 4.65385], [-7.12843, -0.37323, 5.00660], [-8.27788, 0.65165, 5.91824], [-6.53140, 1.65209, 6.96332], [-2.64211, -2.50399, 9.73321], [-3.12646, -2.91306, 8.45706], [-2.18685, -3.33149, 10.27734], [-1.81592, -1.79496, 9.68023], [-3.47430, -2.10920, 10.31605], [-3.56671, -2.11782, 8.14824], [0.29691, 8.17270, 4.36233], [0.61506, 7.39908, 3.22610], [-0.18030, 7.58652, 5.14767], [1.18933, 8.65005, 4.76709], [-0.32810, 8.97540, 3.97097], [-0.20617, 7.25101, 2.75149], [0.13564, 2.35868, 6.46783], [1.48050, 1.86254, 6.46953], [-0.62309, 1.59617, 6.29178], [-0.07194, 2.87650, 7.40425], [0.03779, 2.98593, 5.58178], [1.98705, 2.37869, 5.83818], [-4.59901, 6.03971, 2.48710], [-3.73951, 6.27069, 1.41401], [-4.15883, 6.33620, 3.43916], [-5.54735, 6.57584, 2.45070], [-4.85465, 4.98097, 2.52983], [-3.89877, 5.67610, 0.67733], [-6.29993, -6.08634, -4.01557], [-5.90589, -4.86281, -3.23655], [-6.45313, -4.83802, -1.79656], [-4.48486, -4.86034, -3.10855], [-7.36307, -6.05251, -4.25363], [-6.09169, -7.03286, -3.51673], [-5.80602, -6.16374, -4.98416], [-6.25418, -3.99618, -3.79847], [-6.40281, -3.81162, -1.43315], [-5.86389, -5.44886, -1.11261], [-7.49804, -5.13866, -1.71991], [-4.23924, -5.55865, -2.49730], [5.60010, -0.27531, -6.01855], [6.73307, 0.55162, -6.41481], [7.71314, 0.68809, -5.24085], [7.43236, -0.23245, -7.41982], [4.91163, -0.41639, -6.85174], [5.00498, 0.25674, -5.27636], [5.86773, -1.19854, -5.50462], [6.40588, 1.50954, -6.81908], [8.42982, 1.48868, -5.42395], [8.17489, -0.25356, -4.94389], [7.15973, 1.10501, -4.39942], [8.11824, 0.33444, -7.78011], [-3.57624, 0.37387, -8.10759], [-4.61594, -0.71032, -8.40194], [-6.06132, -0.31491, -8.32134], [-4.38235, -1.27673, -9.72163], [-3.87225, 0.87738, -7.18730], [-3.52156, 1.08964, -8.92783], [-2.58438, -0.06831, -8.01387], [-4.45892, -1.59403, -7.78346], [-6.71599, -0.97641, -8.88871], [-6.21365, 0.67208, -8.75810], [-6.37663, -0.34653, -7.27842], [-4.65560, -0.68073, -10.42285], [7.45983, -5.90094, 1.83570], [7.39269, -4.77628, 0.74543], [6.10618, -3.94818, 0.99715], [8.49870, -3.89538, 1.00232], [6.55247, -6.50436, 1.86197], [7.40102, -5.52115, 2.85571], [8.30041, -6.57709, 1.67971], [7.40522, -5.15831, -0.27536], [5.98846, -3.29316, 0.13390], [6.19040, -3.36646, 1.91508], [5.26378, -4.63912, 0.96463], [8.45716, -3.85535, 1.96059], [-0.04498, 7.58814, -5.49161], [1.01473, 7.23177, -4.46990], [1.41774, 5.71021, -4.62950], [2.10221, 8.03205, -4.91538], [-0.49707, 8.55465, -5.26896], [-0.86103, 6.86583, -5.51233], [0.40599, 7.60172, -6.48385], [0.75411, 7.39397, -3.42402], [0.59935, 4.99088, -4.59947], [2.10435, 5.35570, -3.86074], [1.88481, 5.54243, -5.59996], [2.74939, 7.50484, -5.38952], [3.47779, -3.89739, 8.72386], [3.80588, -3.76426, 7.26897], [2.59207, -3.78611, 6.39432], [4.46125, -2.59988, 6.99920], [3.15058, -4.88885, 9.03700], [2.60874, -3.31910, 9.03762], [4.30047, -3.50665, 9.32269], [4.56919, -4.51563, 7.06673], [2.79785, -3.71938, 5.32600], [1.80427, -3.08318, 6.66519], [2.24656, -4.81983, 6.40696], [3.80015, -1.90598, 7.05434], [-0.12166, 0.76354, 0.42180], [-0.96344, -0.47395, 0.03034], [-1.93923, -0.87256, 1.18469], [-1.71230, -0.26127, -1.20846], [-0.67837, 1.69438, 0.31363], [0.80668, 0.75472, -0.14933], [0.07915, 0.74690, 1.49301], [-0.31399, -1.32856, -0.15937], [-2.48461, 0.01604, 1.50257], [-1.49986, -1.25960, 2.10407], [-2.62787, -1.67126, 0.90911], [-2.13944, -1.07703, -1.47994], [6.80851, 5.01677, 1.12331], [6.25262, 3.87340, 2.00402], [7.37598, 2.92725, 2.61969], [5.45877, 4.38600, 3.02877], [7.56373, 5.56069, 1.69066], [6.07511, 5.78154, 0.86767], [7.24498, 4.70551, 0.17425], [5.63797, 3.25182, 1.35291], [6.92105, 2.20762, 3.30033], [7.91650, 3.50841, 3.36681], [7.94748, 2.37110, 1.87660], [4.77937, 4.92324, 2.61479], [0.74223, -9.02956, 1.23934], [0.46623, -7.80257, 0.38367], [1.18978, -7.74498, -0.94349], [-0.88952, -7.86460, -0.04598], [1.80113, -9.26388, 1.13010], [0.16900, -9.87807, 0.86581], [0.49655, -8.89994, 2.29336], [0.61012, -6.84619, 0.88640], [0.95503, -6.86214, -1.53813], [0.85651, -8.56378, -1.58113], [2.26770, -7.80595, -0.79358], [-1.44956, -8.17099, 0.67102], [-7.33807, 2.98630, -2.24972], [-6.35884, 3.85553, -3.07625], [-6.64774, 5.25859, -3.33715], [-5.08520, 3.68549, -2.50761], [-7.09298, 1.92471, -2.28232], [-8.37799, 3.15094, -2.53176], [-7.37719, 3.34955, -1.22277], [-6.31433, 3.41076, -4.07039], [-7.60231, 5.44985, -3.82735], [-5.87657, 5.61788, -4.01855], [-6.54192, 5.93981, -2.49284], [-4.89705, 2.76854, -2.29451]], "mulliken_charge": [-0.4652, -0.5000, 0.2267, 0.2062, 0.2423, 0.2901, -0.5290, -0.4897, 0.2273, 0.2346, 0.2522, 0.3039, -0.5087, -0.4897, 0.2155, 0.2319, 0.2424, 0.3062, -0.4909, -0.4922, 0.2185, 0.2183, 0.2299, 0.3166, -0.4978, -0.4929, 0.2148, 0.2393, 0.2329, 0.3034, -1.2822, 0.4185, -1.1349, -0.5330, 0.3603, 0.2939, 0.3451, 0.2688, 0.2915, 0.3228, 0.3220, 0.3277, -1.3825, 0.5460, -1.2010, -0.5540, 0.3296, 0.3877, 0.3316, 0.2253, 0.3625, 0.3232, 0.3231, 0.3084, -1.1101, 0.4817, -1.2874, -0.5670, 0.3042, 0.3044, 0.3018, 0.2276, 0.3607, 0.3306, 0.3408, 0.3130, -1.1949, 0.1382, -1.0027, -0.5349, 0.3345, 0.3578, 0.3198, 0.3379, 0.2933, 0.2814, 0.3092, 0.3608, -1.1417, 0.4841, -1.3610, -0.5407, 0.3114, 0.3410, 0.2773, 0.2629, 0.3434, 0.3379, 0.3775, 0.3079, -1.3104, 0.4648, -1.2511, -0.5508, 0.3674, 0.2933, 0.3404, 0.2555, 0.3469, 0.3432, 0.3533, 0.3474, -1.1956, 0.5390, -1.2471, -0.5282, 0.3328, 0.3024, 0.3235, 0.2029, 0.2897, 0.3486, 0.3517, 0.2811, -1.1910, 0.4574, -1.2201, -0.5408, 0.2970, 0.3747, 0.3165, 0.1862, 0.3183, 0.3348, 0.3504, 0.3169, -1.2728, 0.6622, -1.3524, -0.5475, 0.3230, 0.3627, 0.3416, 0.1956, 0.3344, 0.3123, 0.3610, 0.2790, -1.3494, 0.7973, -1.3021, -0.5330, 0.3685, 0.3509, 0.3406, 0.0544, 0.3504, 0.3141, 0.3220, 0.2876], "e_homo_ev": -9.98, "e_above_lowest_kj_mol": 542.1, "total_energy_ev": -68622.4488, "lumo_energy_ha": -0.0015}